Below is an isolated molecule of C5H8O, with properties calculated with ωB97M-V/def2-TZVPD.

Geometry as XYZ:
```
14
Properties=species:S:1:pos:R:3:forces:R:3:nbo_charge:R:1
C 0.6632 -0.9966 -1.0140 -0.1 -0.2 -0.1 -0.06
C -0.6582 -0.9476 -0.2372 -0.1 0.1 -0.1 -0.43
C -0.3088 -0.0085 0.9345 0.0 0.0 0.0 -0.26
C -0.5745 1.4771 0.5591 -0.1 -0.1 -0.1 -0.44
C 0.7548 0.8272 0.3282 0.2 0.1 0.2 0.07
O 1.1725 0.3313 -0.9137 0.0 0.1 -0.1 -0.52
H 0.5250 -1.2422 -2.0709 0.1 0.1 0.1 0.19
H 1.3846 -1.7150 -0.5902 -0.2 0.2 0.0 0.16
H -1.3955 -0.4667 -0.8885 0.0 -0.2 0.1 0.20
H -1.0463 -1.9335 0.0403 0.2 0.2 0.1 0.22
H -0.1868 -0.4748 1.9136 -0.3 0.5 -0.1 0.22
H -1.3454 1.5570 -0.2000 0.4 0.0 -0.3 0.22
H -0.5244 2.3925 1.1581 -0.2 -0.8 0.5 0.23
H 1.5398 1.1998 0.9808 0.1 0.0 -0.3 0.19
```
Positions in Å, forces in eV/Å.

Properties
strongest force on any atom = 0.975 eV/Å
SMILES = C1C[C@@H]2C[C@@H]2O1
calculated total energy = -270.4913 Eh
energy above the lowest of the compared OMol25 structures with the same formula, charge and spin = 1.813 eV
total charge = 0
HOMO energy = -9.35 eV